Entry 1:
ORCA calculation (the ωB97M-V functional and the def2-TZVPD basis) on a structure of composition C79H107Br3HfN12O16 in a non-equilibrium geometry.

```
218
Properties=species:S:1:pos:R:3:forces:R:3
Hf 13.6208 6.1032 -8.1198 0.454 5.668 -1.006
C 14.9559 4.0963 -4.3344 -0.200 -0.404 0.019
C 16.3334 4.7544 -4.6094 -1.573 0.098 -0.666
C 17.3572 3.6770 -4.1750 0.222 0.580 -0.094
C 18.7664 3.8400 -4.6953 -0.561 0.053 -0.298
C 18.7592 4.0448 -6.2106 0.417 0.283 0.319
C 17.8145 5.1793 -6.7220 1.336 -0.806 1.392
N 16.4672 4.9848 -6.0741 -0.396 -0.331 -1.541
O 15.4803 5.9496 -6.5493 -1.462 -0.673 -1.624
C 17.7972 5.0685 -8.2443 -0.997 0.298 0.537
C 18.5311 6.4792 -6.3474 -0.886 0.593 -0.450
C 16.3157 6.0707 -3.8031 1.367 0.174 -0.125
H 14.8336 3.1154 -4.7937 0.264 0.013 -0.434
H 14.0693 4.6773 -4.5879 0.379 0.232 -0.136
H 14.8679 3.8666 -3.2725 0.126 0.240 0.260
H 17.0398 2.7024 -4.5457 -0.520 0.009 0.315
H 17.4089 3.7228 -3.0872 -0.328 -0.441 0.121
H 19.3208 2.9242 -4.4900 0.157 0.078 0.229
H 19.2135 4.6538 -4.1244 0.444 0.161 -0.388
H 18.6371 3.1182 -6.7715 -0.702 -0.268 0.266
H 19.7964 4.2766 -6.4529 0.043 0.570 -0.376
H 17.2292 5.9351 -8.5827 -0.219 -0.297 -0.543
H 17.3573 4.1103 -8.5205 -0.325 0.169 -0.244
H 18.7825 5.1182 -8.7077 0.153 0.051 0.390
H 18.8327 6.5386 -5.3017 0.195 -0.084 -0.171
H 17.8359 7.2944 -6.5485 -0.041 0.263 0.126
H 19.3621 6.6176 -7.0391 0.267 0.005 0.314
H 16.2801 5.8867 -2.7294 -0.055 -0.082 0.027
H 15.5552 6.8073 -4.0624 -0.454 -0.515 -0.240
H 17.2313 6.6186 -4.0258 0.237 0.023 0.328
C 11.2527 10.3363 -8.4428 0.735 -0.505 0.714
C 12.7288 10.8348 -8.5014 -0.248 0.049 -1.338
C 12.7276 12.2163 -7.7965 0.369 0.007 0.517
C 14.0973 12.8275 -7.4891 0.312 -0.534 0.325
C 15.0374 11.7969 -6.7921 -1.412 0.347 -0.714
C 15.0976 10.4723 -7.5554 -0.018 -0.045 -0.265
N 13.7150 9.9511 -7.8256 -0.709 -0.743 1.560
O 13.5991 8.5572 -8.2310 0.490 -1.573 -0.578
C 15.8169 9.5274 -6.5644 -0.180 -1.530 -0.931
C 15.9030 10.7754 -8.8498 0.339 -0.816 -0.071
C 12.9920 11.0243 -10.0315 0.116 0.305 0.242
H 10.5429 11.0633 -8.8374 0.295 0.313 -0.096
H 10.9845 10.1854 -7.3972 -0.145 -0.160 0.117
H 11.0794 9.4021 -8.9770 0.255 -0.088 0.121
H 12.1771 12.1779 -6.8565 0.028 -0.654 0.406
H 12.1034 12.9542 -8.3005 0.111 -0.121 -0.772
H 13.9294 13.6810 -6.8323 0.128 0.213 -0.005
H 14.5368 13.2144 -8.4085 0.051 0.000 0.024
H 14.6715 11.5818 -5.7882 -0.118 0.181 0.163
H 16.0754 12.1190 -6.7084 0.008 0.332 0.019
H 16.9015 9.5964 -6.4802 0.048 0.840 -0.112
H 15.7173 8.4937 -6.8956 -0.228 -0.143 -0.137
H 15.3874 9.5194 -5.5626 -0.164 0.383 -0.013
H 15.7040 10.0516 -9.6401 0.042 -0.361 0.121
H 16.9682 10.7414 -8.6211 0.155 -0.080 -0.010
H 15.7291 11.7430 -9.3205 -0.350 0.019 0.452
H 12.0735 11.4319 -10.4538 0.138 0.084 -0.260
H 13.2451 10.1192 -10.5837 -0.231 -0.376 0.353
H 13.8075 11.7144 -10.2479 -0.030 0.320 0.132
C 9.5397 7.6368 -6.2461 0.677 0.277 -0.542
C 9.0458 7.0918 -7.6427 -0.191 1.017 1.352
C 8.1346 8.2729 -8.1658 0.030 -0.737 -0.765
C 7.6905 8.0416 -9.5904 1.035 -0.018 -0.890
C 8.9267 7.8231 -10.5105 -0.597 0.370 1.009
C 9.9303 6.7530 -10.0266 -0.534 -0.196 -0.626
N 10.1522 6.8763 -8.5620 1.563 1.260 -0.839
O 11.1489 6.0176 -8.0172 2.766 -0.186 -0.617
C 11.2193 6.9811 -10.8745 0.438 0.000 1.605
C 9.3210 5.4055 -10.4411 0.176 -0.034 -0.071
C 8.2323 5.8242 -7.4099 -0.046 -0.142 0.525
H 10.1733 8.5169 -6.3560 -0.425 0.474 -0.561
H 10.2386 7.0794 -5.6224 -0.616 -1.132 -0.224
H 8.6575 7.9224 -5.6731 0.092 -0.101 0.123
H 8.5955 9.2606 -8.1518 0.617 -0.180 0.349
H 7.1857 8.4042 -7.6458 0.240 -0.403 0.879
H 7.2379 8.9780 -9.9166 -0.485 -0.176 -0.173
H 6.9629 7.2316 -9.6416 -0.029 0.011 -0.225
H 9.4174 8.7951 -10.5597 0.299 0.120 0.016
H 8.6204 7.5892 -11.5301 0.039 -0.145 0.019
H 11.0610 7.2995 -11.9048 -0.370 -0.403 0.010
H 11.8831 6.1190 -10.8102 -0.156 -0.286 -0.467
H 11.8302 7.7640 -10.4249 -0.106 0.405 0.200
H 9.2531 5.4191 -11.5289 0.018 -0.261 -0.076
H 8.3116 5.2724 -10.0518 0.106 -0.032 0.003
H 9.9458 4.5685 -10.1295 -0.016 -0.039 0.042
H 8.9150 4.9836 -7.2857 0.044 -0.079 -0.322
H 7.5156 5.6343 -8.2089 0.039 -0.119 0.162
H 7.7201 5.8852 -6.4497 -0.364 0.122 -0.086
C 16.6788 6.6552 -11.3530 0.251 -0.572 0.217
C 15.1954 6.4321 -11.5404 -0.499 1.810 -0.069
C 14.8573 5.6815 -12.7961 -0.791 -1.125 -0.145
O 14.4829 6.0329 -10.3676 -0.965 -0.701 3.382
H 17.1459 5.7123 -11.0684 0.258 0.179 0.537
H 16.8214 7.4904 -10.6673 0.259 -0.399 0.499
H 17.1995 6.9552 -12.2624 -0.372 -0.018 -0.346
H 14.8527 7.4331 -11.8022 -0.502 0.516 0.316
H 15.0523 4.6138 -12.6957 0.193 -0.126 -0.126
H 15.3493 6.0750 -13.6856 0.433 0.057 0.253
H 13.7990 5.7821 -13.0368 -0.190 -0.065 0.270
N 15.6904 11.0382 -12.8151 0.063 -0.483 0.852
C 15.9894 12.0344 -13.6584 -0.222 1.257 -2.053
C 16.8195 11.5462 -14.6731 -0.417 1.701 0.915
C 17.1415 10.2702 -14.2983 -0.320 -2.224 0.595
C 16.3866 9.9273 -13.1676 1.389 -0.454 -1.012
H 15.1174 11.1265 -11.9881 -0.036 -0.020 -0.222
H 15.5073 13.0001 -13.6209 0.010 -0.137 0.225
H 17.1947 12.0291 -15.5632 -0.157 0.321 0.242
H 17.8050 9.6382 -14.8699 -0.114 -0.277 0.241
H 16.3731 8.9719 -12.6643 -0.261 0.350 0.230
N 11.1533 17.2985 -6.2295 0.384 -1.690 -0.559
C 10.5103 18.2201 -6.9603 -0.340 1.865 0.825
C 10.1615 17.6554 -8.1339 -1.616 1.971 -2.385
C 10.6392 16.3876 -8.2329 0.406 -1.881 2.049
C 11.1962 16.1544 -6.9750 0.494 -1.260 -0.735
H 11.5300 17.3723 -5.2953 -0.315 0.151 -0.238
H 10.3547 19.2174 -6.5762 -0.100 -0.090 -0.088
H 9.5163 18.0174 -8.9207 0.148 0.787 0.156
H 10.3762 15.6906 -9.0148 0.334 -0.134 0.165
H 11.5376 15.2022 -6.5965 0.277 0.286 0.242
N 13.2665 17.5202 -3.9649 0.271 -0.650 -0.211
C 13.5116 16.2397 -4.3598 0.464 -1.141 -0.096
C 12.5134 15.4180 -3.8973 -0.459 0.396 -0.200
C 11.5363 16.2609 -3.3019 0.984 0.007 0.886
C 12.0760 17.5312 -3.2872 -0.550 0.493 0.571
H 13.9314 18.2567 -4.1534 -0.522 0.123 0.215
H 14.3498 15.9509 -4.9766 0.117 0.337 0.153
H 12.4549 14.3398 -3.9190 0.136 0.091 -0.396
H 10.6610 15.9044 -2.7793 -0.047 0.319 -0.110
H 11.7426 18.4116 -2.7579 -0.069 0.008 -0.264
C 8.9528 12.6302 -5.5632 -0.529 -0.960 -0.970
Br 8.4356 13.9169 -4.2611 -0.045 0.000 -0.170
Br 8.9209 13.3453 -7.4532 0.045 -0.656 1.636
Br 7.8326 10.9524 -5.4882 0.663 1.227 -0.024
H 9.9458 12.2654 -5.3008 -0.151 0.290 -0.422
C 17.9903 13.7037 -11.8236 -0.585 1.072 -0.375
C 17.5233 13.2754 -10.6039 -0.830 0.497 0.619
C 16.7791 14.1491 -9.7606 0.355 -0.859 -0.460
C 16.4616 15.4262 -10.2049 -0.369 -0.451 1.199
C 16.8833 15.8363 -11.4326 0.209 0.725 -1.380
C 17.6048 14.9798 -12.2514 0.421 -0.179 0.103
N 15.6659 16.3451 -9.3174 0.074 1.982 1.406
O 15.4794 16.0204 -8.1367 0.249 -0.604 -1.503
O 15.3212 17.4762 -9.7035 0.758 -2.185 -0.436
H 18.5762 13.0579 -12.4608 -0.122 -0.077 -0.054
H 17.6197 12.2149 -10.4239 0.222 0.080 0.750
H 16.4394 13.8103 -8.7930 -0.041 0.008 -0.008
H 16.6924 16.8345 -11.7980 -0.315 0.061 0.125
H 17.8552 15.3159 -13.2468 0.188 0.075 -0.010
C 12.8748 17.4810 -11.7284 0.211 0.081 -0.966
C 13.2944 17.3261 -13.0732 0.016 -0.787 1.430
C 13.3448 16.0455 -13.6163 -0.732 -0.169 -1.101
C 12.9206 14.9376 -12.8998 0.651 1.058 0.867
C 12.7147 15.1321 -11.5356 -0.284 -1.884 0.312
C 12.6466 16.3587 -10.9240 0.678 0.676 -0.982
N 12.8958 13.5966 -13.5173 0.027 -0.792 -0.552
O 13.1736 13.4915 -14.6959 0.085 0.867 -0.043
O 12.6014 12.6115 -12.8585 -0.116 0.697 0.856
H 12.7435 18.4858 -11.3551 0.245 0.016 0.295
H 13.7120 18.1445 -13.6409 -0.426 0.203 -0.045
H 13.5692 15.9013 -14.6629 0.279 0.061 -0.075
H 12.6514 14.2549 -10.9087 -0.281 -0.281 0.044
H 12.5672 16.4108 -9.8482 -0.333 0.217 -0.054
C 16.0286 9.8593 -2.4962 1.586 -1.327 0.611
C 17.3587 9.8524 -2.9973 -0.699 -0.468 1.203
C 18.3322 9.0415 -2.3508 -0.314 0.530 -0.707
C 18.0252 8.2081 -1.2917 -1.379 0.842 -0.240
C 16.7000 8.1535 -0.8120 0.241 0.150 -1.290
C 15.7570 8.9728 -1.4441 0.252 0.297 0.592
N 19.0666 7.4104 -0.6481 0.934 -0.503 -1.639
O 20.1599 7.2408 -1.2338 -1.865 0.498 1.208
O 18.7201 6.8987 0.3835 0.629 -0.437 0.716
H 15.1760 10.4397 -2.8166 0.322 0.355 -0.548
H 17.6395 10.4878 -3.8243 0.114 -0.021 -0.060
H 19.3611 9.0304 -2.6791 0.039 0.156 -0.179
H 16.3538 7.4035 -0.1162 0.310 0.241 0.360
H 14.7664 9.0176 -1.0162 -0.078 -0.297 -0.075
C 8.2536 13.4308 -10.7288 -1.383 -1.524 -1.010
C 6.9112 12.9732 -10.6703 1.790 -0.474 -0.362
C 6.5754 11.7629 -11.3109 0.735 -0.979 0.326
C 7.5570 10.9527 -11.9552 -0.872 1.946 0.627
C 8.8955 11.4373 -11.9690 -1.889 -3.205 -1.208
C 9.1955 12.6108 -11.3980 0.391 2.673 1.546
N 7.1152 9.7143 -12.6928 0.463 -2.310 -2.063
O 7.9287 9.1740 -13.4851 -0.543 1.840 1.822
O 5.9899 9.2082 -12.5974 1.146 1.924 1.071
H 8.4969 14.3994 -10.3178 0.276 -0.049 0.116
H 6.2149 13.5120 -10.0448 -0.323 -0.032 -0.281
H 5.5892 11.3501 -11.1578 -0.196 0.049 -0.360
H 9.6203 10.7791 -12.4250 0.309 0.238 -0.129
H 10.2190 12.9554 -11.4074 0.221 -0.052 -0.139
C 12.1761 10.7179 -2.7075 0.333 -1.049 -0.060
C 12.2465 10.6573 -4.0725 0.046 -1.509 -1.609
C 12.4605 9.3961 -4.7831 -0.775 1.009 2.776
C 12.5272 8.2574 -3.9624 0.782 0.508 -0.722
C 12.5900 8.2942 -2.5264 -0.452 0.190 -2.167
C 12.3901 9.5261 -1.9911 -0.312 0.947 1.184
N 12.5821 6.9446 -4.6473 0.147 -1.172 0.173
O 12.8661 6.8523 -5.8634 -0.254 0.399 1.355
O 12.3124 5.9886 -3.9364 0.233 0.677 -1.062
H 11.9913 11.6289 -2.1575 -0.016 0.110 -0.152
H 12.0536 11.5302 -4.6785 0.248 0.169 -0.060
H 12.4623 9.3933 -5.8631 0.212 -0.303 -0.134
H 12.7486 7.4572 -1.8625 -0.073 -0.280 -0.476
H 12.3452 9.5915 -0.9140 0.129 0.034 0.196
C 18.7536 15.4446 -5.1514 -0.367 -0.413 0.144
C 17.5558 14.9501 -5.6909 0.807 0.861 -0.285
C 16.6567 14.3355 -4.8730 -1.716 -0.698 1.123
C 16.8526 14.1797 -3.5045 1.735 -0.442 -0.658
C 18.1115 14.5390 -2.9928 -1.059 -0.613 0.116
C 19.0307 15.1714 -3.8241 -0.220 -0.082 0.748
N 15.8625 13.3942 -2.7121 0.517 1.267 1.718
O 16.1687 13.1827 -1.5248 -0.586 -0.100 -1.946
O 14.7832 13.1422 -3.2181 0.607 -0.335 0.139
H 19.4931 16.0057 -5.7034 -0.134 -0.112 -0.385
H 17.2745 15.0804 -6.7254 0.206 0.095 -0.120
H 15.7103 13.9427 -5.2142 -0.016 0.085 -0.496
H 18.3618 14.2561 -1.9810 0.020 0.216 0.100
H 19.9710 15.4326 -3.3615 0.146 0.183 -0.220
```
Forces are in eV/Å.

max |F| = 5.77 eV/Å
gap between HOMO and LUMO = 5.5 eV
charge = 0
LUMO = -1.53 eV
E_HOMO = -7.08 eV

Here are the Löwdin charges for atoms 1 to 8, given in e: 2.108, -0.050, -0.476, -0.139, -0.186, -0.144, -0.496, -0.095



Entry 2:
ORCA calculation (the ωB97M-V functional and the def2-TZVPD basis) on a cluster of 3 separate species, C3H12O3S in total in a non-equilibrium geometry.

```
19
Properties=species:S:1:pos:R:3:forces:R:3
O -1.0973 1.2453 1.9953 0.442 -0.409 0.050
C -0.0288 1.9114 2.7432 -1.602 -0.756 -1.138
C 1.0918 2.3543 1.8384 1.122 1.534 0.401
C 0.6484 2.8709 0.4839 2.178 -0.751 -0.571
S 2.1524 3.2060 -0.5727 -0.129 0.665 0.266
H -0.8447 0.3656 1.6938 0.212 0.075 0.110
H -0.6811 2.7244 3.0638 0.938 0.421 0.691
H 0.3142 1.2610 3.5471 -0.026 0.283 0.235
H 1.6872 3.1578 2.3074 -0.740 0.338 0.257
H 1.9748 1.7237 1.7416 -0.615 -1.186 -0.300
H 0.0382 3.7473 0.4828 -0.359 0.503 0.072
H 0.2448 2.1092 -0.1265 -1.274 -0.700 -0.146
H 2.5807 1.9384 -0.6468 -0.149 -0.019 0.072
O -2.4467 -5.3561 -3.1535 0.238 1.491 0.342
H -3.2093 -5.4346 -3.7214 0.029 -0.976 -0.094
H -1.9469 -6.1400 -2.9381 -0.452 -0.543 -0.388
O 0.0064 -4.1844 -2.7687 0.692 -0.443 0.205
H -0.5426 -4.2038 -3.5569 -0.263 0.353 0.233
H 0.0584 -3.2964 -2.4128 -0.245 0.120 -0.300
```
Forces are in eV/Å.

max |F| = 2.37 eV/Å
gap between HOMO and LUMO = 9.5 eV
charge = 0
LUMO = 0.52 eV
relative energy (zero: lowest compared OMol25 entry of this formula, charge and spin) = 113.0 kJ/mol
E_HOMO = -9.00 eV

Here are the Löwdin charges for atoms 1 to 8, given in e: -0.104, -0.224, -0.290, -0.518, 0.665, 0.079, 0.121, 0.114



Entry 3:
ORCA calculation (the ωB97M-V functional and the def2-TZVPD basis) on an isolated molecule of C3H7NO in a non-equilibrium geometry.

```
12
Properties=species:S:1:pos:R:3:forces:R:3
C -1.5445 -0.0867 -0.4316 -0.701 -0.426 -0.043
N -0.4664 -0.4137 0.4404 -1.773 -1.911 0.748
C 0.7095 -0.8867 -0.0453 -0.809 3.531 -0.965
C 1.4803 0.5666 0.3630 1.295 -1.204 -0.479
O 0.7490 -1.6555 -0.9946 1.106 0.924 1.317
H -1.2199 -0.2988 -1.4560 -0.209 -0.022 0.237
H -1.8247 0.9769 -0.3543 0.122 -0.288 0.093
H -2.3822 -0.7155 -0.1674 -0.726 0.065 -0.457
H -0.4614 -0.1488 1.4033 -0.138 0.660 0.029
H 0.8657 1.5184 0.3093 0.159 -1.635 -0.223
H 2.1912 0.6003 -0.4330 1.235 0.461 -0.037
H 1.9033 0.5435 1.3662 0.438 -0.155 -0.221
```
Forces are in eV/Å.

max |F| = 3.75 eV/Å
gap between HOMO and LUMO = 9.4 eV
charge = 0
LUMO = 0.79 eV
relative energy (zero: lowest compared OMol25 entry of this formula, charge and spin) = 274.7 kJ/mol
E_HOMO = -8.65 eV

Here are the Löwdin charges for atoms 1 to 8, given in e: -0.082, -0.096, -0.436, -0.001, 0.052, 0.094, 0.088, 0.075